[1]
Entry from the OMol25 dataset: a structure of composition C23H24N4O7W (ωB97M-V with the def2-TZVPD basis set).

Its energy above the lowest of the compared OMol25 structures with the same formula, charge and spin is 0.0 kJ/mol. As for the spin multiplicity: 1. The highest occupied orbital energy (spin up / spin down) is -0.2655 / -0.2653 Ha. The electronic energy comes out at -1703.6720 hartree.

```
59
Properties=species:S:1:pos:R:3:nbo_charge:R:1
W -0.390 0.831 0.780 1.90
C 0.944 1.034 4.908 -0.67
C 1.065 0.892 3.414 0.53
O -0.014 1.203 2.770 -0.67
C 2.270 0.506 2.874 -0.47
C 2.588 0.384 1.498 0.37
C 4.016 0.151 1.111 -0.66
N 1.678 0.489 0.563 -0.43
N 2.135 0.439 -0.764 -0.39
C 1.214 0.877 -1.555 0.53
O 0.044 1.326 -1.150 -0.69
C 1.439 0.838 -3.021 -0.04
C 0.371 1.055 -3.885 -0.19
C 0.564 0.997 -5.258 -0.22
C 1.824 0.732 -5.771 -0.20
C 2.894 0.523 -4.910 -0.22
C 2.704 0.574 -3.540 -0.18
H -0.104 1.018 5.195 0.23
H 1.370 1.991 5.215 0.23
H 1.485 0.243 5.424 0.22
H 3.074 0.326 3.572 0.22
H 4.633 0.014 1.995 0.22
H 4.386 0.999 0.535 0.25
H 4.094 -0.718 0.458 0.25
H -0.605 1.270 -3.471 0.23
H -0.272 1.162 -5.925 0.21
H 1.975 0.689 -6.842 0.21
H 3.879 0.320 -5.308 0.21
H 3.528 0.409 -2.859 0.23
C -4.658 2.092 0.617 -0.66
C -3.172 2.000 0.707 0.17
N -2.493 0.843 0.743 -0.23
O -3.283 -0.315 0.712 -0.56
C -2.299 3.096 0.758 0.06
C -2.579 4.557 0.688 -0.64
N -1.074 2.599 0.838 -0.07
O 0.151 3.031 0.851 -0.44
H -5.116 1.141 0.870 0.25
H -4.975 2.367 -0.392 0.23
H -5.034 2.855 1.299 0.23
H -3.103 -0.703 -0.155 0.48
H -3.644 4.748 0.807 0.22
H -2.263 4.975 -0.269 0.23
H -2.045 5.093 1.474 0.24
O -0.596 -3.164 -1.921 -0.66
C -0.526 -3.830 -0.756 0.37
C -0.434 -5.222 -0.819 -0.28
C -0.348 -5.961 0.341 -0.15
C -0.346 -5.347 1.597 -0.27
C -0.434 -3.977 1.667 -0.13
C -0.529 -3.207 0.501 -0.24
C -0.624 -1.757 0.621 0.79
O -0.538 -1.145 1.722 -0.64
O -0.791 -1.002 -0.408 -0.73
H -0.614 -2.207 -1.738 0.51
H -0.429 -5.690 -1.793 0.23
H -0.278 -7.039 0.273 0.22
H -0.277 -5.943 2.496 0.22
H -0.435 -3.463 2.618 0.23
```



[2]
Entry from the OMol25 dataset: a structure of composition C27H70Li4N6O12 (ωB97M-V with the def2-TZVPD basis set).

Its energy above the lowest of the compared OMol25 structures with the same formula, charge and spin is 134.3 kJ/mol. As for the spin multiplicity: 1. The highest occupied orbital energy is -0.4785 Ha. The electronic energy comes out at -2331.7220 hartree. As for the charge: +2.

```
119
Properties=species:S:1:pos:R:3:lowdin_charge:R:1
Li -1.313 -1.902 -2.512 0.66
Li -2.121 -3.584 -0.311 0.76
Li -4.514 -3.417 1.721 0.86
Li 0.652 -3.068 0.289 0.78
O -3.471 -2.231 0.424 -0.49
C -2.669 -1.170 0.891 -0.37
C -1.433 -0.734 0.060 -0.36
O -0.461 -1.621 -0.511 -0.50
H -2.457 -1.212 1.972 0.09
H -3.262 -0.246 0.942 0.08
H -0.861 -0.035 0.684 0.09
H -1.785 -0.047 -0.721 0.10
C 1.393 1.163 -2.974 -0.63
O 0.630 0.665 -3.817 -0.01
N 1.602 0.561 -1.776 0.18
N 2.123 2.283 -3.161 0.19
H 0.959 -0.139 -1.453 0.06
H 2.424 0.810 -1.249 0.05
H 2.771 2.572 -2.450 0.10
H 2.111 2.790 -4.027 0.12
C -0.682 3.206 0.160 -0.09
O -1.310 3.527 1.377 -0.18
C -2.418 2.753 1.777 -0.23
C -3.695 3.021 0.988 -0.21
N -4.776 2.103 1.408 -0.04
C -5.822 2.003 0.365 -0.19
C -6.678 3.225 0.156 -0.24
O -7.482 3.078 -0.980 -0.18
C -8.375 4.164 -1.135 -0.10
H -1.392 2.771 -0.555 0.07
H 0.161 2.527 0.326 0.08
H -0.332 4.121 -0.317 0.10
H -2.616 3.064 2.803 0.13
H -2.100 1.698 1.747 0.09
H -3.491 3.000 -0.094 0.11
H -3.931 4.071 1.179 0.13
H -4.239 1.243 1.446 0.06
H -6.352 1.112 0.717 0.12
H -5.319 1.679 -0.557 0.09
H -6.107 4.162 0.092 0.12
H -7.281 3.385 1.062 0.13
H -7.831 5.116 -1.097 0.09
H -9.105 4.201 -0.322 0.09
H -8.822 4.072 -2.119 0.09
C 8.009 -2.297 -1.343 -0.11
O 7.517 -1.565 -0.235 -0.19
C 6.765 -2.416 0.624 -0.24
C 5.862 -1.662 1.582 -0.21
N 4.778 -1.016 0.819 -0.04
C 4.162 0.012 1.675 -0.21
C 3.103 0.847 0.977 -0.25
O 3.546 1.737 -0.017 -0.22
C 4.144 2.894 0.588 -0.05
H 8.566 -1.643 -2.007 0.09
H 7.232 -2.846 -1.880 0.08
H 8.724 -3.042 -0.970 0.09
H 7.574 -2.911 1.187 0.13
H 6.234 -3.244 0.141 0.12
H 6.505 -0.901 2.043 0.12
H 5.538 -2.345 2.364 0.11
H 5.272 -0.509 0.087 0.11
H 4.960 0.685 2.016 0.11
H 3.721 -0.400 2.581 0.12
H 2.471 1.287 1.752 0.12
H 2.401 0.102 0.577 0.10
H 4.485 3.570 -0.191 0.10
H 4.976 2.565 1.207 0.08
H 3.413 3.423 1.204 0.10
C 3.384 -1.903 -5.992 -0.12
O 2.093 -2.426 -6.085 -0.16
C 1.573 -2.785 -4.828 -0.21
C 0.042 -2.887 -5.003 -0.17
N -0.650 -1.680 -4.480 -0.14
C -1.968 -1.579 -5.123 -0.19
C -2.725 -0.432 -4.475 -0.21
O -2.993 -0.700 -3.111 -0.24
C -3.885 0.259 -2.558 -0.09
H 3.453 -0.869 -5.624 0.09
H 3.871 -1.840 -6.967 0.10
H 4.098 -2.456 -5.369 0.09
H 1.765 -1.947 -4.144 0.11
H 1.958 -3.752 -4.487 0.13
H -0.405 -3.757 -4.509 0.11
H -0.156 -2.952 -6.079 0.13
H -0.048 -0.871 -4.621 0.07
H -2.579 -2.483 -5.140 0.13
H -1.731 -1.279 -6.151 0.14
H -3.648 -0.345 -5.060 0.14
H -2.117 0.471 -4.597 0.14
H -4.389 -0.251 -1.739 0.07
H -4.698 0.575 -3.215 0.11
H -3.409 1.177 -2.205 0.09
C 2.770 -3.813 4.649 -0.08
O 1.893 -2.749 4.301 -0.19
C 0.564 -2.970 4.696 -0.26
C -0.306 -1.867 4.180 -0.23
N 0.059 -0.575 4.738 -0.02
C -0.638 0.509 4.082 -0.23
C -0.216 1.844 4.624 -0.21
O 1.217 1.937 4.569 -0.20
C 1.638 3.165 5.124 -0.11
H 2.762 -3.987 5.725 0.10
H 3.778 -3.555 4.332 0.08
H 2.500 -4.696 4.062 0.09
H 0.534 -3.017 5.792 0.14
H 0.106 -3.926 4.388 0.12
H -1.339 -2.070 4.479 0.12
H -0.297 -1.854 3.071 0.10
H 1.056 -0.399 4.730 0.11
H -1.700 0.424 4.338 0.13
H -0.545 0.585 2.984 0.10
H -0.464 1.840 5.695 0.13
H -0.635 2.718 4.121 0.12
H 2.725 3.255 5.110 0.09
H 1.318 3.195 6.170 0.09
H 1.300 4.078 4.622 0.09
O -5.447 -2.739 -1.474 -0.06
H -4.930 -3.462 -1.841 0.02
H -4.817 -2.227 -0.931 -0.03
```



[3]
Entry from the OMol25 dataset: a structure of composition C12H21AuI2LuN5O3S2 (ωB97M-V with the def2-TZVPD basis set).

Its energy above the lowest of the compared OMol25 structures with the same formula, charge and spin is 628.8 kJ/mol. As for the spin multiplicity: 3. The highest occupied orbital energy (spin up / spin down) is -0.7711 / -0.7547 Ha. The electronic energy comes out at -3730.3977 hartree. As for the charge: +4.

```
47
Properties=species:S:1:pos:R:3:lowdin_charge:R:1
I -0.898 -1.022 3.067 0.68
I -0.039 3.771 -2.221 0.88
Au -0.270 1.111 -1.602 0.51
Lu -0.533 -0.676 0.373 0.48
S -1.838 1.362 0.220 0.58
S 0.902 1.263 0.514 0.60
C -1.803 -1.986 -0.131 -0.21
C -3.678 1.315 -0.165 -0.79
C 2.760 1.000 0.621 -0.79
C -3.974 2.645 -0.867 -0.08
C -4.117 0.115 -0.992 -0.07
C -4.320 1.272 1.230 -0.06
C 3.318 2.424 0.465 -0.08
C 3.329 0.084 -0.453 -0.07
C 3.008 0.464 2.036 -0.07
C -1.521 0.752 -2.967 -0.24
C 1.111 0.553 -2.769 -0.23
O -2.575 -2.814 -0.339 0.29
O -2.270 0.561 -3.820 0.30
O 1.947 0.308 -3.521 0.29
H -3.447 2.728 -1.820 0.06
H -3.683 3.496 -0.245 0.10
H -5.052 2.706 -1.059 0.13
H -3.300 -0.312 -1.577 0.02
H -4.896 0.438 -1.693 0.13
H -4.546 -0.660 -0.355 0.11
H -3.991 0.390 1.788 0.08
H -5.409 1.228 1.114 0.14
H -4.068 2.165 1.809 0.11
H 4.413 2.378 0.500 0.13
H 2.971 3.075 1.272 0.11
H 3.017 2.861 -0.491 0.07
H 4.128 -0.522 -0.009 0.12
H 3.766 0.664 -1.267 0.10
H 2.581 -0.599 -0.859 0.02
H 4.089 0.351 2.182 0.13
H 2.535 -0.509 2.190 0.05
H 2.624 1.151 2.795 0.11
N 3.015 -4.691 1.985 0.21
N 2.332 -3.863 1.108 -0.18
N 2.401 -3.951 -0.210 0.19
C 1.567 -2.989 -0.653 -0.15
N 1.023 -2.339 0.395 -0.19
N 1.508 -2.903 1.487 0.05
H 2.896 -4.580 3.003 0.16
H 3.630 -5.435 1.626 0.16
H 1.356 -2.778 -1.692 0.13
```



[4]
Entry from the OMol25 dataset: a structure of composition C25H27N2O (ωB97M-V with the def2-TZVPD basis set).

Its energy above the lowest of the compared OMol25 structures with the same formula, charge and spin is 222.2 kJ/mol. As for the spin multiplicity: 1. The highest occupied orbital energy is -0.4089 Ha. The electronic energy comes out at -1153.2772 hartree. As for the charge: +1.

```
55
Properties=species:S:1:pos:R:3:nbo_charge:R:1
C 4.124 -2.561 1.890 -0.26
O 3.948 -1.150 1.566 -0.48
C 2.845 -0.510 2.021 0.38
C 2.618 0.799 1.506 -0.27
C 1.359 1.365 1.630 -0.17
C 0.325 0.785 2.413 -0.11
C -0.934 1.451 2.750 0.06
C -2.162 0.584 2.652 -0.05
C -3.411 1.057 3.100 -0.19
C -4.581 0.347 2.860 -0.20
C -4.575 -0.855 2.143 0.03
C -5.893 -1.487 1.885 -0.64
C -3.349 -1.377 1.697 -0.22
C -2.169 -0.672 1.971 -0.18
C 0.614 -0.503 2.981 -0.15
C 1.877 -1.119 2.863 -0.33
H 5.126 -2.806 1.514 0.22
H 4.074 -2.742 2.980 0.19
H 3.364 -3.176 1.372 0.19
H 3.390 1.286 0.901 0.24
H 1.157 2.344 1.170 0.23
H -1.144 2.462 2.318 0.24
H -3.423 2.005 3.649 0.21
H -5.542 0.770 3.196 0.22
H -5.816 -2.574 1.866 0.23
H -6.564 -1.186 2.704 0.22
H -6.350 -1.170 0.939 0.24
H -3.308 -2.284 1.082 0.23
H -1.223 -1.065 1.586 0.23
H -0.152 -1.021 3.561 0.23
H 2.038 -2.111 3.308 0.24
C 2.024 6.166 0.774 -0.18
C 0.851 6.662 1.395 -0.22
C 0.293 5.977 2.481 -0.15
C 0.764 4.703 2.815 -0.14
C 0.077 3.991 3.976 0.53
N -0.490 2.780 4.062 -0.46
C -0.346 2.206 5.386 -0.23
C -0.943 3.151 6.422 -0.43
C -0.324 4.499 6.402 -0.22
N 0.139 4.826 5.046 -0.54
C 2.009 4.272 2.298 -0.18
C 2.568 4.948 1.196 -0.21
H 2.533 6.745 -0.015 0.24
H 0.395 7.594 1.072 0.23
H -0.462 6.475 3.109 0.21
H -0.828 1.224 5.466 0.23
H 0.743 2.044 5.638 0.20
H -2.007 3.259 6.235 0.22
H -0.932 2.713 7.421 0.24
H -1.035 5.288 6.678 0.22
H 0.564 4.569 7.030 0.21
H 0.391 5.782 4.882 0.42
H 2.551 3.442 2.777 0.24
H 3.454 4.534 0.702 0.23
```



[5]
Entry from the OMol25 dataset: a structure of composition C27H37Cl5N4OReS2Sb (ωB97M-V with the def2-TZVPD basis set).

As for the spin multiplicity: 4. The highest occupied orbital energy (spin up / spin down) is -0.6147 / -0.6089 Ha. The electronic energy comes out at -4760.1775 hartree. As for the charge: +3.

```
78
Properties=species:S:1:pos:R:3:nbo_charge:R:1
Re -0.031 -1.456 -0.306 0.33
Cl 2.159 -1.415 -0.527 0.24
C 2.950 -1.538 0.993 -0.02
C 2.249 -1.310 2.181 -0.31
C 2.903 -1.419 3.410 -0.04
Cl 2.063 -1.079 4.872 0.10
C 4.248 -1.802 3.455 -0.07
Cl 5.055 -1.969 4.953 0.16
C 4.946 -2.055 2.256 -0.04
Cl 6.573 -2.548 2.308 0.19
C 4.298 -1.883 1.017 -0.09
Cl 5.173 -2.107 -0.438 0.14
C -3.098 -0.913 3.022 -0.42
N -2.856 -2.265 2.609 -0.36
C -2.989 -3.380 3.546 -0.23
C -2.934 -4.617 2.637 -0.24
N -2.547 -4.038 1.358 -0.54
C -2.575 -2.715 1.401 0.37
S -2.362 -1.734 -0.026 -0.15
H -3.966 -0.891 3.683 0.25
H -3.306 -0.282 2.158 0.24
H -2.245 -0.508 3.572 0.20
H -3.926 -3.297 4.098 0.25
H -2.164 -3.353 4.261 0.22
H -3.906 -5.110 2.548 0.24
H -2.198 -5.352 2.962 0.24
H -2.515 -4.580 0.508 0.45
C 2.188 -1.752 -4.373 -0.63
C 1.173 -0.642 -4.202 -0.69
Sb -0.468 -1.160 -2.909 1.12
C -1.268 -2.978 -3.831 -0.64
C -1.589 -2.788 -5.298 -0.64
C -1.833 0.503 -3.265 -0.67
C -1.819 0.998 -4.700 -0.63
H 2.942 -1.440 -5.092 0.25
H 1.721 -2.655 -4.759 0.22
H 2.694 -1.992 -3.440 0.20
H 0.690 -0.423 -5.152 0.25
H 1.630 0.275 -3.834 0.23
H -2.162 -3.240 -3.265 0.24
H -0.508 -3.748 -3.687 0.24
H -2.383 -2.059 -5.444 0.22
H -1.942 -3.736 -5.705 0.25
H -0.718 -2.493 -5.881 0.22
H -1.529 1.302 -2.585 0.23
H -2.826 0.158 -2.982 0.24
H -0.851 1.400 -4.985 0.22
H -2.551 1.798 -4.801 0.25
H -2.095 0.217 -5.402 0.22
C 2.399 3.823 1.980 -0.61
C 1.890 3.582 3.393 -0.41
C 0.593 2.780 3.439 -0.23
N 0.791 1.380 3.073 -0.52
C 0.133 0.671 2.206 0.45
S 0.477 -1.137 2.134 0.39
N -0.818 1.059 1.386 -0.69
C -1.457 2.414 1.149 0.70
O -2.423 2.664 1.790 -0.45
C -0.803 3.150 0.087 -0.24
C -1.232 4.464 -0.161 -0.12
C -0.633 5.212 -1.155 -0.19
C 0.396 4.666 -1.908 -0.14
C 0.813 3.357 -1.686 -0.16
C 0.220 2.596 -0.701 -0.19
H 3.295 4.435 2.014 0.25
H 1.660 4.357 1.386 0.21
H 2.646 2.889 1.477 0.19
H 1.678 4.541 3.864 0.25
H 2.652 3.080 3.989 0.21
H -0.138 3.234 2.775 0.22
H 0.193 2.787 4.458 0.24
H 1.458 0.885 3.664 0.44
H -1.304 0.324 0.850 0.44
H -2.027 4.878 0.442 0.25
H -0.968 6.221 -1.349 0.26
H 0.872 5.256 -2.676 0.25
H 1.606 2.939 -2.290 0.22
H 0.541 1.567 -0.547 0.19
```



[6]
Entry from the OMol25 dataset: a structure of composition C28H29B2Cl2F4N6O2SiTl (ωB97M-V with the def2-TZVPD basis set).

Its energy above the lowest of the compared OMol25 structures with the same formula, charge and spin is 278.2 kJ/mol. As for the spin multiplicity: 1. The highest occupied orbital energy is -0.1008 Ha. The electronic energy comes out at -3395.2574 hartree. As for the charge: -2.

```
75
Properties=species:S:1:pos:R:3:lowdin_charge:R:1
Tl 0.526 0.537 0.341 1.05
N 9.812 1.129 0.081 0.12
C 8.729 0.781 0.262 -0.22
C 7.439 0.299 0.544 -0.25
C 7.294 -1.037 0.928 -0.04
C 6.054 -1.523 1.283 -0.04
C 4.922 -0.710 1.247 -0.15
C 5.071 0.616 0.838 0.00
C 6.308 1.121 0.499 0.00
C 3.531 -1.221 1.584 -0.32
C 2.853 -0.166 2.425 -0.30
C 3.368 0.251 3.639 -0.08
C 2.440 1.146 4.198 -0.11
C 1.408 1.235 3.296 -0.19
N 1.654 0.443 2.224 -0.04
C 2.976 -1.576 0.220 -0.28
C 3.651 -2.388 -0.677 -0.07
C 2.929 -2.371 -1.880 -0.11
C 1.847 -1.555 -1.665 -0.22
N 1.854 -1.096 -0.391 -0.06
H 8.165 -1.679 0.947 0.11
H 5.976 -2.556 1.587 0.10
H 4.200 1.248 0.775 0.12
H 6.399 2.154 0.200 0.12
H 4.315 -0.043 4.059 0.10
H 2.517 1.651 5.147 0.07
H 0.512 1.823 3.336 0.09
H 4.564 -2.924 -0.488 0.10
H 3.174 -2.888 -2.788 0.09
H 1.054 -1.299 -2.338 0.12
C -2.930 2.331 1.500 -0.04
C -2.932 0.835 1.503 -0.33
C -4.131 0.163 1.685 -0.06
C -4.129 -1.226 1.771 -0.07
C -2.927 -1.883 1.744 -0.03
C -1.748 -1.150 1.511 -0.46
N -1.777 0.184 1.369 0.11
N -0.547 -1.733 1.514 -0.06
Si 0.150 -3.110 0.977 0.78
C 3.587 -2.484 2.472 -0.03
C 0.525 -4.081 -0.597 -0.15
C 0.647 -4.245 2.441 -0.18
H -3.578 2.701 2.296 0.08
H -3.314 2.707 0.553 0.07
H -1.922 2.702 1.645 0.06
H -5.050 0.727 1.749 0.10
H -5.056 -1.773 1.871 0.10
H -2.853 -2.953 1.840 0.10
H 3.774 -3.382 1.887 0.08
H 4.359 -2.381 3.233 0.08
H 2.636 -2.594 2.980 0.07
H 0.136 -3.560 -1.465 0.02
H 0.063 -5.067 -0.561 0.04
H 1.600 -4.195 -0.732 0.03
H 0.616 -3.707 3.382 0.02
H 1.641 -4.665 2.320 0.01
H -0.052 -5.074 2.512 0.02
B 3.115 1.715 -1.846 -0.49
C 0.922 2.823 -1.868 -0.80
N 1.618 1.890 -1.444 -0.01
H 3.687 2.672 -1.384 0.02
H 3.174 1.718 -3.048 0.01
H 3.551 0.692 -1.416 0.00
F -1.196 -1.279 -1.238 0.07
B -2.147 -2.211 -1.655 -1.38
F -3.376 -1.611 -1.780 0.14
F -2.238 -3.240 -0.707 0.09
F -1.747 -2.766 -2.858 0.13
Cl -1.454 1.722 -1.421 0.79
C -0.443 3.185 -1.426 -0.58
Cl 1.560 4.030 -2.996 0.67
C -0.240 3.745 0.063 -0.73
O -0.444 4.936 0.203 0.03
O 0.114 2.898 0.906 -0.10
H -0.917 3.950 -2.038 0.09
```